#1
A single CH5NP2 molecule, computed with the ωB97M-V functional and the def2-TZVPD basis.

Geometry as ORCA input:
```
! RIJCOSX wB97M-V def2-TZVPD def2/J DEFGRID3
* xyz 0 1
P 0.02215 -0.51165 -1.61519
P 0.94488 0.17406 1.50159
N -1.59061 -0.34344 0.47446
C -0.33355 -0.07302 0.13438
H -1.68696 -0.19170 1.46622
H 1.48110 1.46231 1.26102
H 1.96791 -0.71458 0.85808
H -1.36694 -0.57335 -1.84898
H 0.56203 0.77137 -2.23158
*
```

LUMO = 0.5 eV
HOMO level = -9.304 eV
Kohn-Sham gap = 9.841 eV
structure (SMILES) = N=C(P)P

Atom charges from the natural (NBO) analysis, given in e for atoms 1 to 6:
1. P 0.27
2. P 0.23
3. N -0.60
4. C -0.27
5. H 0.33
6. H 0.00

***

#2
A 2-piece molecular cluster, CH5NP2 overall, computed with the ωB97M-V functional and the def2-TZVPD basis.

Geometry as ORCA input:
```
! RIJCOSX wB97M-V def2-TZVPD def2/J DEFGRID3
* xyz 0 1
P 1.33294 0.01422 0.50241
P 0.45181 1.94901 1.03542
N -1.56181 -1.85860 -1.57899
C -1.67103 -1.22111 -2.53820
H 0.65044 -0.43833 1.74997
H -1.32359 -2.32875 -0.66266
H 0.59236 2.51975 -0.25308
H 2.38929 -0.08026 1.29596
H -0.86041 1.44406 0.44916
*
```

LUMO = 0.7 eV
HOMO level = -9.274 eV
Kohn-Sham gap = 9.985 eV

Atom charges from the natural (NBO) analysis, given in e for atoms 1 to 6:
1. P 0.02
2. P 0.01
3. N -0.75
4. C 0.29
5. H -0.01
6. H 0.47

***

Pick #1: it beats the second-best structure by 0.570 eV.

***

#1
A single C3H2BrClO molecule, computed with the ωB97M-V functional and the def2-TZVPD basis.

Geometry as ORCA input:
```
! RIJCOSX wB97M-V def2-TZVPD def2/J DEFGRID3
* xyz 0 1
Br 0.76059 -2.54651 0.20158
Cl 2.02669 0.25178 -0.37260
O -1.24484 -1.17037 -1.14263
C 0.39976 0.20098 0.03352
C -0.26310 -0.98359 -0.51364
C -0.30621 1.21064 0.48746
H -1.48360 1.00812 0.40775
H 0.11071 2.02894 0.89857
*
```

LUMO = -0.3 eV
HOMO level = -10.348 eV
Kohn-Sham gap = 10.082 eV
structure (SMILES) = C=C(Cl)C(=O)Br

Atom charges from the natural (NBO) analysis, given in e for atoms 1 to 6:
1. Br -0.09
2. Cl 0.08
3. O -0.46
4. C -0.22
5. C 0.55
6. C -0.30

***

#2
A 2-piece molecular cluster, C3H2BrClO overall, computed with the ωB97M-V functional and the def2-TZVPD basis.

Geometry as ORCA input:
```
! RIJCOSX wB97M-V def2-TZVPD def2/J DEFGRID3
* xyz 0 1
Br 0.55687 -1.04921 -1.98755
Cl -0.92851 -2.44156 0.66115
O 0.63677 2.02236 -1.46187
C 0.47939 1.35930 -0.41180
C 0.25577 0.05673 -0.61800
C -0.44480 -1.07161 1.19626
H 0.07150 1.76257 0.52312
H -0.62699 -0.63859 2.09869
*
```

LUMO (alpha / beta) = -0.1 / -1.5 eV
HOMO level (alpha / beta) = -9.207 / -8.460 eV
Kohn-Sham gap (alpha / beta) = 9.076 / 6.920 eV

Atom charges from the natural (NBO) analysis, given in e for atoms 1 to 6:
1. Br 0.24
2. Cl 0.16
3. O -0.47
4. C 0.11
5. C -0.11
6. C -0.28

***

Pick #1: it beats the second-best structure by 5.730 eV.

***

#1
An isolated ion of composition C8H16NO and charge +1, computed with the ωB97M-V functional and the def2-TZVPD basis.

Geometry as ORCA input:
```
! RIJCOSX wB97M-V def2-TZVPD def2/J DEFGRID3
* xyz 1 1
O -0.14214 1.89380 -0.06689
N 1.51512 0.30331 0.14845
C 0.27476 0.54117 0.03561
C -1.56157 1.89166 -0.26152
C -0.82497 -0.49988 0.02537
C -0.97519 -1.19098 -1.36189
C -2.09204 0.51994 0.15076
C -0.97435 -1.47974 1.19285
C 2.09031 -0.92471 0.38351
C 2.41820 1.40615 -0.13850
H -0.21533 -2.22178 1.18083
H 1.51612 -1.77024 0.24080
H -1.94334 -1.91332 1.30589
H 3.45939 1.16218 0.35229
H -2.03688 2.68208 0.32930
H -1.87760 2.01375 -1.38452
H -0.35874 -0.63496 -2.12119
H -0.51251 -2.24050 -1.26074
H 2.68217 1.47336 -1.19600
H -0.81101 -0.87347 2.10793
H 2.89619 -1.02343 -0.22666
H 2.55697 -0.86099 1.37543
H -1.98510 -1.34574 -1.50339
H -2.79630 0.15335 -0.62589
H -2.36579 0.56435 1.20075
H 2.06364 2.37462 0.11742
*
```

LUMO = -3.4 eV
HOMO level = -14.820 eV
Kohn-Sham gap = 11.437 eV
structure (SMILES) = C[N+](C)=C1OCCC1(C)C

Atom charges from the natural (NBO) analysis, given in e for atoms 1 to 6:
1. O -0.45
2. N -0.31
3. C 0.74
4. C -0.09
5. C -0.13
6. C -0.60

***

#2
A 2-piece molecular cluster, C8H16NO overall, computed with the ωB97M-V functional and the def2-TZVPD basis.

Geometry as ORCA input:
```
! RIJCOSX wB97M-V def2-TZVPD def2/J DEFGRID3
* xyz 1 1
O -0.49542 -0.55704 1.37054
N -0.32590 0.35115 0.34893
C -0.21705 -2.13933 -1.20056
C -1.18995 0.06839 2.46888
C 1.25081 -0.37280 -2.25946
C 0.99310 -1.35334 -1.21587
C 2.02149 -1.62567 -0.21970
C -1.39618 1.52481 2.03584
C -0.79948 1.48906 0.65406
C -0.79417 2.65230 -0.25955
H -0.56367 -0.03733 3.35510
H 0.53545 -0.42092 -3.07487
H -2.44492 1.81808 2.00501
H 1.19299 0.62395 -1.81741
H -0.68574 -2.01887 -0.21520
H 0.01733 -3.20591 -1.23203
H -0.92100 -1.88358 -1.98580
H 2.27118 -0.45328 -2.63793
H -0.74458 3.57751 0.30874
H 2.42569 -0.70089 0.19420
H 2.87445 -2.11187 -0.70383
H -0.86275 2.23752 2.66651
H -2.12845 -0.46879 2.62030
H -1.71932 2.66260 -0.83592
H 0.03995 2.60904 -0.95433
H 1.66614 -2.26482 0.58434
*
```

LUMO = -5.1 eV
HOMO level = -12.797 eV
Kohn-Sham gap = 7.653 eV

Atom charges from the natural (NBO) analysis, given in e for atoms 1 to 6:
1. O -0.40
2. N -0.17
3. C -0.78
4. C -0.09
5. C -0.77
6. C 0.68

***

Pick #1: it beats the second-best structure by 1.110 eV.

***

#1
A 2-piece molecular cluster, C3H8N2O2S overall, computed with the ωB97M-V functional and the def2-TZVPD basis.

Geometry as ORCA input:
```
! RIJCOSX wB97M-V def2-TZVPD def2/J DEFGRID3
* xyz 0 1
S -1.41066 -0.05500 0.05194
O -2.05123 0.85558 -0.87239
O -1.93447 -0.37274 1.33726
N -1.38005 -1.50641 -0.85000
N 1.73004 -1.87260 0.34915
C 0.83668 1.62117 0.89197
C 0.26618 0.53529 0.13785
C 1.07973 1.46572 -0.63307
H 1.52348 -2.45684 1.15252
H -1.90131 -1.41291 -1.67449
H 0.24443 2.40633 1.20683
H 0.49331 2.16727 -1.29189
H 1.65467 1.57853 1.61290
H -1.87421 -2.23492 -0.29142
H 0.80107 -1.86748 -0.08157
H 1.92234 1.14901 -1.04556
*
```

LUMO (alpha / beta) = -0.9 / -0.6 eV
HOMO level (alpha / beta) = -10.987 / -9.237 eV
Kohn-Sham gap (alpha / beta) = 10.093 / 8.644 eV

Atom charges from the natural (NBO) analysis, given in e for atoms 1 to 6:
1. S 2.25
2. O -0.94
3. O -0.91
4. N -1.07
5. N -0.61
6. C -0.45

***

#2
A 2-piece molecular cluster, C3H8N2O2S overall, computed with the ωB97M-V functional and the def2-TZVPD basis.

Geometry as ORCA input:
```
! RIJCOSX wB97M-V def2-TZVPD def2/J DEFGRID3
* xyz 0 1
S 3.02961 -1.17817 -0.63946
O 2.73954 0.37331 -0.97722
O 2.12705 -1.46752 0.73266
N -2.34709 0.86120 -0.49528
N -0.37942 -0.24136 -0.72328
C -1.71157 1.05384 0.73246
C -0.43801 0.07418 0.72652
C -1.60945 0.15026 -1.24833
H 1.85282 0.45312 -1.25392
H -2.05685 -0.29628 -2.13350
H -0.59703 -0.67064 1.45678
H 0.01967 -1.09656 -1.07814
H -2.44990 0.88206 1.47043
H 2.71345 -1.51340 1.48770
H 0.48877 0.51944 0.96198
H -1.38159 2.09653 0.98061
*
```

LUMO = 0.5 eV
HOMO level = -8.792 eV
Kohn-Sham gap = 9.316 eV
structure (SMILES) = C1=NCCN1.OSO

Atom charges from the natural (NBO) analysis, given in e for atoms 1 to 6:
1. S 0.73
2. O -0.84
3. O -0.87
4. N -0.46
5. N -0.67
6. C -0.26

***

Pick #2: it beats the second-best structure by 4.026 eV.